C52H62HfN9O4 | the ωB97M-V functional and the def2-TZVPD basis

Structure (XYZ):
```
128
Properties=species:S:1:pos:R:3:forces:R:3
Hf 0.280 -0.051 -0.305 -0.4 -0.5 -0.1
C 5.488 -2.916 -3.052 0.0 0.0 0.0
C 4.649 -1.790 -3.664 0.0 0.0 0.0
C 3.993 -0.944 -2.622 0.0 0.1 0.0
C 4.403 0.235 -2.097 0.0 -0.1 0.0
C 5.629 1.027 -2.413 0.0 0.0 0.0
C 6.696 0.900 -1.321 0.0 0.0 0.0
C 3.415 0.600 -1.095 0.0 0.1 0.0
C 3.386 1.834 -0.488 0.0 0.0 0.0
C 2.411 2.277 0.391 0.1 0.0 0.0
C 2.422 3.573 1.027 -0.1 0.0 0.0
C 3.455 4.633 0.806 0.0 0.0 0.0
C 4.715 4.396 1.644 0.0 0.0 0.0
C 1.354 3.600 1.870 0.0 0.0 0.0
C 0.726 2.304 1.782 0.0 0.0 0.0
C -0.169 1.807 2.695 0.0 0.0 0.0
C -0.485 0.457 2.837 0.0 -0.1 0.0
N -0.131 -0.519 1.945 -0.1 0.1 -0.1
C -0.562 -1.695 2.495 0.0 0.0 0.0
C -0.469 -2.944 1.889 0.0 0.0 0.0
C 0.068 -3.194 0.654 0.0 0.0 0.1
N 0.722 -2.265 -0.125 0.0 0.0 -0.1
C 1.130 -2.951 -1.228 0.0 -0.1 0.1
C 2.079 -2.471 -2.119 0.0 0.1 0.0
C 2.794 -1.316 -1.894 0.0 -0.1 0.0
N 2.477 -0.383 -0.946 0.0 0.0 0.0
C 0.642 -4.310 -1.212 0.0 0.0 0.0
C 0.022 -4.474 -0.015 0.0 0.0 0.0
C -0.662 -5.692 0.518 0.0 0.0 0.0
C -2.178 -5.631 0.310 0.0 0.0 0.0
C 0.823 -5.290 -2.326 0.0 0.0 0.0
C -0.067 -4.957 -3.527 0.0 0.0 0.0
C -1.181 -1.464 3.772 0.0 0.1 0.0
C -1.139 -0.107 3.982 0.0 0.0 0.0
C -1.611 0.646 5.190 0.0 0.0 0.0
C -3.055 1.136 5.062 0.0 0.0 0.0
C -1.643 -2.525 4.725 0.0 0.0 0.0
C -0.474 -3.164 5.482 0.0 0.0 0.0
N 1.339 1.540 0.806 0.0 0.1 0.1
C 0.877 4.734 2.719 0.0 0.0 0.0
C -0.255 5.501 2.025 0.0 0.0 0.0
H 6.282 -2.507 -2.427 0.0 0.0 0.0
H 4.874 -3.564 -2.424 0.0 0.0 0.0
H 5.946 -3.527 -3.830 0.0 0.0 0.0
H 3.889 -2.214 -4.326 0.0 0.0 0.0
H 5.283 -1.163 -4.292 0.0 0.0 0.0
H 5.365 2.079 -2.551 0.0 0.0 0.0
H 6.040 0.689 -3.365 0.0 0.0 0.0
H 6.317 1.247 -0.359 0.0 0.0 0.0
H 7.580 1.487 -1.571 0.0 0.0 0.0
H 7.001 -0.140 -1.200 0.0 0.0 0.0
H 4.184 2.524 -0.725 0.0 0.0 0.0
H 3.028 5.607 1.048 0.0 0.0 0.0
H 3.717 4.678 -0.254 0.0 0.0 0.0
H 4.475 4.398 2.709 0.0 0.0 0.0
H 5.455 5.174 1.460 0.0 0.0 0.0
H 5.167 3.431 1.411 0.0 0.0 0.0
H -0.534 2.488 3.453 0.0 0.0 0.0
H -0.884 -3.786 2.428 0.0 0.0 0.0
H 2.377 -3.108 -2.940 0.0 0.0 0.0
H -0.436 -5.811 1.581 0.0 0.0 0.0
H -0.264 -6.578 0.022 0.0 0.0 0.0
H -2.613 -4.793 0.860 0.0 0.0 0.0
H -2.656 -6.550 0.650 0.0 0.0 0.0
H -2.414 -5.486 -0.745 0.0 0.0 0.0
H 0.593 -6.294 -1.967 0.0 0.0 0.0
H 1.871 -5.310 -2.637 0.0 0.0 0.0
H -1.119 -4.960 -3.237 0.0 0.0 0.0
H 0.071 -5.683 -4.329 0.0 0.0 0.0
H 0.163 -3.966 -3.921 0.0 0.0 0.0
H -0.954 1.498 5.372 0.0 0.0 0.0
H -1.525 0.008 6.071 0.0 0.0 0.0
H -3.175 1.777 4.184 0.0 0.0 0.0
H -3.359 1.710 5.937 0.0 0.0 0.0
H -3.745 0.291 4.973 0.0 0.0 0.0
H -2.197 -3.303 4.191 0.0 0.0 0.0
H -2.343 -2.090 5.443 0.0 0.0 0.0
H -0.829 -3.928 6.173 0.0 0.0 0.0
H 0.070 -2.411 6.053 0.0 0.0 0.0
H 0.231 -3.625 4.790 0.0 0.0 0.0
H 1.706 5.411 2.928 0.0 0.0 0.0
H 0.533 4.362 3.687 0.0 0.0 0.0
H 0.100 5.942 1.092 0.0 0.0 0.0
H -0.633 6.305 2.657 0.0 0.0 0.0
H -1.084 4.832 1.784 0.0 0.0 0.0
O -1.757 -1.666 -0.495 0.1 0.1 0.1
C -2.398 -0.828 0.130 -0.2 -0.1 0.2
O -2.000 0.362 0.336 0.0 0.1 0.0
C -3.700 -1.218 0.828 0.1 0.0 -0.2
N -3.826 -0.318 2.028 0.1 0.0 0.0
C -5.280 0.009 2.248 -0.1 0.0 0.0
C -6.017 -0.798 1.178 0.0 0.0 0.0
C -4.986 -0.946 0.060 0.0 0.0 0.0
H -3.635 -2.251 1.166 0.0 0.0 0.0
H -3.252 0.502 1.761 0.0 0.0 0.0
H -3.349 -0.712 2.846 0.0 0.0 0.0
H -5.406 1.080 2.112 0.0 0.0 0.0
H -5.558 -0.247 3.266 0.0 0.0 0.0
H -6.925 -0.293 0.855 0.0 0.0 0.0
H -6.300 -1.776 1.571 0.0 0.0 0.0
H -4.879 -0.027 -0.519 0.0 0.0 0.0
H -5.205 -1.745 -0.642 0.0 0.0 0.0
N 1.345 6.622 -2.234 0.0 0.0 0.0
C 0.534 5.838 -2.014 0.1 0.1 0.0
C -0.462 4.858 -1.696 -0.1 -0.1 0.0
C -1.821 5.125 -1.817 0.0 0.0 0.0
C -2.708 4.125 -1.463 0.0 0.0 0.0
C -2.210 2.921 -0.987 0.0 0.0 0.0
N -0.908 2.663 -0.858 0.0 0.0 -0.1
C -0.056 3.611 -1.229 0.0 0.0 0.0
H -2.163 6.083 -2.184 0.0 0.0 0.0
H -3.775 4.272 -1.553 0.0 0.0 0.0
H -2.873 2.114 -0.706 0.0 0.0 0.0
H 0.997 3.376 -1.167 0.0 0.0 0.0
C -3.499 -0.235 -5.128 0.0 0.0 0.0
N -2.288 0.089 -4.381 0.0 0.0 0.0
C -1.210 0.584 -5.038 0.1 0.0 0.0
C -0.076 0.945 -4.402 0.0 0.0 0.0
C -0.059 0.728 -2.992 -0.2 0.0 -0.1
O 0.908 1.027 -2.231 0.1 0.1 0.1
N -1.097 0.169 -2.355 0.3 -0.1 0.0
C -2.284 -0.069 -2.980 -0.1 0.1 0.0
O -3.323 -0.358 -2.403 0.0 0.0 0.0
H -3.346 -1.128 -5.734 0.0 0.0 0.0
H -3.775 0.598 -5.772 0.0 0.0 0.0
H -4.294 -0.419 -4.414 0.0 0.0 0.0
H -1.329 0.686 -6.109 0.0 0.0 0.0
H 0.775 1.363 -4.915 0.0 0.0 0.0
```
Positions in Å, forces in eV/Å.

Calculated values
DFT total energy = -2860.62089 hartree
total charge = +1
Kohn-Sham gap = 5.7566 eV
HOMO level = -8.92 eV